(A)
Density functional theory data (wB97M-V/def2-TZVPD) for a gas-phase ion, C4H10NO2S (charge +1).

Structure (ORCA input):
```
! wB97M-V def2-TZVPD RIJCOSX def2/J DEFGRID3
* xyz 1 1
S -2.705 -0.735 0.412
C -1.483 0.432 -0.117
H -4.345 0.773 0.940
C 0.376 -0.070 1.354
H 1.500 1.638 -0.324
H 0.112 -2.304 -0.532
H -0.160 0.680 1.920
N 0.611 1.258 -0.707
H 0.951 1.063 -1.761
C -0.021 0.022 -0.134
H 1.402 -0.217 1.578
O -3.965 0.307 0.194
H -0.288 2.012 -0.741
H -0.195 -0.992 1.781
H 0.054 -1.155 -1.960
O -1.825 1.554 -0.426
C 0.352 -1.220 -0.954
H 1.503 -1.169 -0.942
*
```

Computed properties:
LUMO level in eV: -3.429
SMILES: CC(C)([NH3+])C(=O)SO



(B)
Density functional theory data (wB97M-V/def2-TZVPD) for a gas-phase ion, C4H10NO2S (charge +1).

Structure (ORCA input):
```
! wB97M-V def2-TZVPD RIJCOSX def2/J DEFGRID3
* xyz 1 1
H -1.287 1.023 2.230
N 1.076 -0.129 -1.020
C -0.310 0.182 -1.466
H 1.781 0.302 -1.567
H 0.007 -0.506 3.346
H 2.160 0.014 0.715
H 1.355 1.586 0.489
H -2.218 -0.039 -0.057
C -1.079 -0.290 -0.235
O -1.089 -1.729 -0.317
C 1.206 0.494 0.343
H -0.468 1.156 -1.564
H 0.944 -1.142 -1.068
H -1.548 -2.290 0.334
C -0.260 0.114 0.980
O -0.696 1.321 1.496
S -0.267 -1.254 2.252
H -0.702 -0.339 -2.245
*
```

Computed properties:
LUMO level in eV: -3.235
SMILES: O[C@@H]1C[NH2+]C[C@]1(O)S



(C)
Density functional theory data (wB97M-V/def2-TZVPD) for a gas-phase ion, C4H10NO2S (charge +1).

Structure (ORCA input):
```
! wB97M-V def2-TZVPD RIJCOSX def2/J DEFGRID3
* xyz 1 1
H 2.151 1.210 1.484
H 0.412 1.514 -1.813
C -0.162 1.246 -0.896
O 0.260 -2.005 0.256
C -1.525 -0.373 0.226
N -1.213 0.290 -1.065
H -0.774 -0.497 -1.591
S 2.206 -0.101 -0.684
H -1.919 0.591 -1.599
H -1.860 0.396 0.975
C -0.129 -0.771 0.738
H 0.110 -0.794 1.833
H -0.441 2.208 -0.422
O 1.168 1.248 1.325
C 0.820 0.579 0.169
H 2.376 -1.157 0.164
H 0.884 -2.531 0.857
H -2.366 -1.053 0.044
*
```

Computed properties:
LUMO level in eV: -3.269
SMILES: O[C@@H]1C[NH2+]C[C@]1(O)S



The structure with the greatest stability is (A).



(A)
Density functional theory data (wB97M-V/def2-TZVPD) for C5H10O4 in the gas phase.

Structure (ORCA input):
```
! wB97M-V def2-TZVPD RIJCOSX def2/J DEFGRID3
* xyz 0 1
H -1.487 1.149 -1.049
O -0.765 1.710 1.705
C 1.101 0.449 0.894
H 0.342 2.298 0.119
C -0.050 1.377 0.553
H 1.908 0.971 1.422
H 0.651 0.420 -2.114
H 0.371 -0.202 2.552
H -1.581 1.227 1.713
H -0.743 -1.830 -2.218
O -1.604 -0.434 0.240
C 0.129 -1.624 -1.603
O 0.620 -0.622 1.709
C 0.388 -0.175 -1.223
H 0.988 -2.103 -2.046
H -0.022 -2.186 -0.656
H -0.924 -0.885 0.797
O 1.493 -0.075 -0.345
C -0.816 0.534 -0.447
*
```

Computed properties:
LUMO level in eV: 0.694
SMILES: C[C@@H]1O[C@H](O)[C@H](O)[C@@H]1O



(B)
Density functional theory data (wB97M-V/def2-TZVPD) for C5H10O4 in the gas phase.

Structure (ORCA input):
```
! wB97M-V def2-TZVPD RIJCOSX def2/J DEFGRID3
* xyz 0 1
O 0.695 -0.480 -1.630
H 1.203 -1.246 -1.309
H -1.779 -1.392 -1.452
C 0.357 0.277 -0.500
H -2.611 -1.461 0.120
H -1.400 -0.457 2.029
C -1.649 -1.327 -0.372
O 1.644 -1.418 0.657
H 0.099 2.100 -1.593
C 0.657 1.752 -0.726
H -1.738 0.845 -0.285
C -1.063 0.023 -0.027
O 1.690 0.635 1.562
H 1.720 1.883 -0.918
C 1.158 -0.304 0.766
O -0.806 0.119 1.531
H 2.434 0.250 2.049
H 0.371 2.327 0.150
H -0.982 -2.126 -0.053
*
```

Computed properties:
LUMO level in eV: 0.745
SMILES: C[C@@H](O)[C@](C)(O)C(=O)O



The structure with the greatest stability is (B).



(A)
Density functional theory data (wB97M-V/def2-TZVPD) for a molecular structure, C2H4Br2.

Structure (ORCA input):
```
! wB97M-V def2-TZVPD RIJCOSX def2/J DEFGRID3
* xyz 0 1
Br -0.894 1.404 -1.322
H 0.318 -1.304 0.733
Br 2.484 1.013 -0.311
C -0.029 0.658 0.209
H 0.046 1.249 1.043
H -1.316 -1.048 0.459
C -0.305 -0.753 0.107
H -0.303 -1.219 -0.919
*
```

Computed properties:
LUMO level in eV: -1.516



(B)
Density functional theory data (wB97M-V/def2-TZVPD) for C2H4Br2 in the gas phase.

Structure (ORCA input):
```
! wB97M-V def2-TZVPD RIJCOSX def2/J DEFGRID3
* xyz 0 1
H 0.860 -1.245 -0.495
C 0.407 -0.257 -0.586
H 0.079 -0.139 -1.619
H -1.388 0.688 -0.030
C -0.716 -0.003 0.478
H -1.239 -0.916 0.763
Br 0.116 0.800 2.113
Br 1.880 1.073 -0.624
*
```

Computed properties:
LUMO level in eV: 0.407
SMILES: BrCCBr



The structure with the greatest stability is (B).